1.
61
Properties=species:S:1:pos:R:3:forces:R:3:lowdin_charge:R:1 method="wB97M-V/def2-TZVPD" e_above_lowest_kcal_mol=109.35 spin_multiplicity=3 total_charge=-1 orbital_gap_ev="4.804 / 4.910"
Mo -2.489 1.305 1.212 1.74 -0.19 1.99 1.262
Se -4.764 2.402 1.811 0.20 0.07 -0.02 0.682
Se -2.506 -0.780 3.851 0.01 1.24 -0.74 0.514
C -1.953 1.016 4.210 2.11 1.10 0.40 -0.800
C -1.604 1.689 5.389 -2.17 -0.73 -0.87 -0.116
C -1.537 3.163 5.368 0.96 -1.13 -1.34 -0.106
C -1.286 3.814 4.212 0.82 -0.10 -0.28 -0.122
C -1.095 2.991 2.943 -0.68 1.40 0.60 -0.648
N -1.679 1.698 3.028 -0.91 -0.94 -1.28 -0.348
C -5.193 0.702 1.254 0.04 -1.91 0.07 -0.781
C -6.478 0.164 1.173 -0.47 -0.97 0.22 -0.107
C -6.707 -1.175 0.830 0.90 1.18 0.31 -0.030
C -5.535 -1.903 0.437 -4.02 -2.34 -0.43 -0.079
C -4.378 -1.256 0.337 2.42 1.20 1.32 -0.139
N -4.117 -0.066 0.956 -1.95 0.85 -1.69 -0.177
H -1.820 1.146 6.314 0.25 0.36 -0.16 0.082
H -1.556 3.669 6.303 -0.09 0.45 0.55 0.083
H -0.987 4.876 4.146 -0.59 -0.62 0.14 0.102
H -0.036 3.034 2.576 -0.65 -0.36 0.34 0.107
H -7.205 0.852 1.555 -0.86 -0.04 -0.24 0.087
H -7.741 -1.589 0.823 1.13 0.19 0.09 0.117
H -5.710 -3.011 0.175 0.79 2.03 0.02 0.136
H -3.515 -1.638 -0.128 0.89 -0.95 -0.36 0.099
Se -2.736 2.699 -3.867 -0.11 0.16 1.69 0.519
C -2.638 2.159 -2.107 -1.12 -0.56 0.09 -0.805
N -2.817 1.713 -1.028 0.68 0.70 -0.09 -0.084
Se 1.956 1.473 -4.770 0.01 -0.56 0.08 0.756
C 0.646 0.095 -4.867 -1.75 -1.50 0.02 -0.649
C -0.683 0.553 -5.073 1.33 -1.58 -0.21 -0.200
C -1.732 -0.379 -5.247 1.61 1.52 -0.75 -0.180
N -1.532 -1.661 -5.296 -0.57 -1.81 1.09 0.037
C -0.370 -2.120 -4.853 2.28 0.54 -0.19 -0.173
C 0.791 -1.344 -4.696 -1.31 2.35 0.42 -0.088
H -0.838 1.596 -5.150 -0.36 0.63 -0.02 -0.034
H -2.719 -0.065 -5.488 -0.64 0.56 -0.04 0.079
H -0.226 -3.168 -4.621 -0.48 -0.26 -0.32 0.095
H 1.675 -1.732 -4.228 0.35 -0.35 -0.25 0.083
S -2.100 3.616 1.447 1.29 0.26 -0.19 0.455
Br 6.809 1.202 -0.401 -0.13 0.91 0.12 0.829
C 6.604 -0.494 0.313 0.66 -1.15 1.09 -0.668
C 7.608 -0.999 1.128 2.52 -0.83 0.95 -0.129
C 7.786 -2.422 1.336 -1.29 2.68 -0.69 -0.102
C 6.983 -3.295 0.673 -1.65 -0.50 -0.45 -0.083
C 5.924 -2.772 -0.151 1.39 0.27 1.10 0.008
C 5.627 -1.398 -0.123 -0.31 -1.25 -0.85 -0.167
C 4.221 -1.123 -0.617 0.82 2.25 -0.85 -0.448
O 3.506 -2.040 -0.932 -0.29 0.82 0.01 0.087
O 3.973 0.242 -0.685 -1.26 -2.38 -0.50 -0.014
H 8.458 -0.385 1.612 -1.78 -0.54 -1.17 0.124
H 8.555 -2.794 1.952 0.77 -0.11 0.81 0.081
H 7.036 -4.351 1.010 0.07 0.50 -1.15 0.110
H 5.407 -3.341 -0.915 -0.51 -0.40 0.84 0.116
N 1.171 0.422 -0.878 -0.13 -0.18 0.17 0.021
C 0.638 -0.840 -0.845 -0.41 -0.83 1.14 -0.167
C -0.389 -0.910 0.092 -0.17 0.88 -1.95 -0.153
N -0.693 0.401 0.432 1.48 0.24 0.42 -0.166
C 0.385 1.112 -0.093 -1.45 1.42 0.74 -0.262
H 3.002 0.394 -1.012 0.82 -0.26 0.73 0.098
H 1.074 -1.612 -1.446 0.11 -0.33 0.15 0.075
H -1.016 -1.714 0.428 -0.04 -0.23 -0.12 0.075
H 0.544 2.176 0.189 -0.28 -0.88 -0.54 0.106

2.
50
Properties=species:S:1:pos:R:3:forces:R:3:lowdin_charge:R:1 method="wB97M-V/def2-TZVPD" spin_multiplicity=1 orbital_gap_ev=2.906
C -3.486 3.351 -1.541 -0.30 0.03 -0.01 -0.109
C -2.537 3.565 -0.561 -0.18 0.29 0.09 -0.105
C -1.364 2.854 -0.560 0.38 -0.76 -0.61 -0.048
C -1.122 1.860 -1.527 -0.35 0.59 -0.22 -0.221
C 0.050 0.977 -1.410 0.45 -1.61 0.27 -0.074
C 1.361 1.598 -1.553 -1.62 -0.53 0.14 -0.370
C 2.629 0.814 -1.534 0.35 -0.27 -0.09 -0.154
C 2.904 -0.166 -2.483 -0.21 0.27 0.17 -0.035
C 4.093 -0.858 -2.441 -0.06 -0.04 -0.23 -0.088
C 5.028 -0.571 -1.467 0.30 -0.10 0.10 -0.113
C 4.778 0.425 -0.545 0.31 -0.16 0.17 -0.109
C 3.589 1.116 -0.579 -0.54 0.13 -0.19 -0.042
O 1.437 2.811 -1.701 0.57 1.03 -0.04 0.036
C -0.102 -0.449 -1.128 0.05 2.69 -0.64 -0.387
C -1.446 -1.082 -1.010 -0.63 0.08 0.07 -0.138
C -2.624 -0.410 -0.692 0.23 0.08 0.23 -0.040
C -3.837 -1.057 -0.745 -0.25 -0.06 0.11 -0.082
C -3.894 -2.395 -1.075 -0.33 -0.17 -0.02 -0.105
C -2.729 -3.092 -1.321 -0.07 -0.23 0.00 -0.096
C -1.519 -2.439 -1.284 0.26 -0.03 -0.02 -0.035
O 0.862 -1.195 -1.024 1.20 -1.51 0.65 -0.025
C -2.079 1.699 -2.549 1.08 0.22 0.50 -0.050
C -3.239 2.434 -2.544 -0.31 0.15 -0.11 -0.100
H -4.417 3.893 -1.521 -0.15 0.15 -0.04 0.091
H -2.717 4.298 0.205 -0.07 0.24 0.23 0.091
H -0.618 3.025 0.197 0.18 0.02 0.17 0.108
H 2.157 -0.403 -3.222 -0.13 -0.05 -0.11 0.120
H 4.286 -1.636 -3.160 0.06 -0.15 -0.18 0.097
H 5.953 -1.122 -1.431 0.21 -0.09 0.01 0.091
H 5.513 0.659 0.205 0.22 0.06 0.19 0.089
H 3.384 1.899 0.131 -0.03 0.21 0.15 0.108
H -2.598 0.631 -0.427 -0.11 -0.03 0.16 0.094
H -4.741 -0.508 -0.546 -0.19 0.10 0.09 0.101
H -4.847 -2.894 -1.140 -0.21 -0.13 0.00 0.094
H -2.760 -4.142 -1.555 -0.06 -0.25 -0.07 0.095
H -0.598 -2.963 -1.477 0.17 -0.05 -0.11 0.108
H -1.894 0.973 -3.321 0.05 -0.20 -0.15 0.121
H -3.965 2.288 -3.323 -0.23 -0.05 -0.23 0.097
F 0.486 -0.211 1.840 -0.24 -0.33 0.47 0.152
N 0.622 -0.711 3.074 0.83 -0.85 2.58 0.004
C 1.028 -2.031 3.249 -0.69 2.01 -1.23 0.081
C 1.355 -2.472 4.496 -0.05 0.50 1.17 -0.007
C 1.267 -1.602 5.588 -0.26 0.12 -0.49 0.008
C 0.807 -0.294 5.409 0.29 -0.99 0.48 -0.013
C 0.481 0.142 4.162 0.03 -0.73 -2.23 0.066
H 1.059 -2.663 2.383 0.04 0.16 -0.55 0.158
H 1.678 -3.489 4.649 -0.02 -0.08 -0.21 0.131
H 1.516 -1.951 6.577 0.10 -0.03 0.08 0.125
H 0.703 0.364 6.258 -0.05 0.13 -0.09 0.130
H 0.106 1.130 3.974 0.01 0.22 -0.42 0.153

3.
59
Properties=species:S:1:pos:R:3:forces:R:3:lowdin_charge:R:1 method="wB97M-V/def2-TZVPD" e_above_lowest_kcal_mol=42.98 spin_multiplicity=6 total_charge=-1 orbital_gap_ev="5.884 / 6.095"
Mn 0.780 -0.163 -0.735 0.56 -0.22 -0.37 0.825
O 4.284 -0.413 2.004 -0.61 0.04 0.45 0.030
C 3.746 -0.186 3.198 -1.31 0.57 0.31 -0.276
C 4.409 -0.468 4.391 0.48 -0.06 0.57 -0.041
C 3.794 -0.217 5.628 0.11 0.62 -1.04 -0.133
C 2.581 0.447 5.677 -1.63 1.28 1.37 -0.135
C 1.843 0.806 4.499 1.61 -0.78 1.79 -0.048
C 2.393 0.407 3.301 0.27 -0.70 -1.38 -0.075
C 1.609 0.478 2.027 -0.80 -0.16 -1.95 -0.350
O 2.123 -0.147 0.966 -0.16 1.11 2.05 -0.148
N 0.443 1.129 1.916 0.99 -0.14 1.53 0.053
N 0.182 1.346 0.594 -1.00 2.02 -0.90 -0.115
C -0.629 2.318 0.216 0.37 -1.68 0.89 -0.085
C -0.613 2.860 -1.120 0.66 -0.82 -0.77 -0.147
C -1.527 3.882 -1.462 0.05 -0.68 0.40 -0.103
C -1.644 4.288 -2.757 0.45 0.57 -1.53 -0.145
C -0.690 3.809 -3.719 -1.62 0.84 -1.15 -0.127
C 0.296 2.923 -3.417 0.95 -0.02 -0.07 -0.056
C 0.355 2.343 -2.124 -0.23 0.42 1.21 -0.357
O 1.247 1.451 -1.861 -0.59 0.79 -0.65 -0.136
H 3.430 -0.312 1.362 0.68 -0.28 -0.07 0.055
H 5.454 -0.821 4.428 -0.73 -0.02 -0.47 0.112
H 4.375 -0.436 6.513 -0.21 0.01 0.22 0.086
H 2.175 0.808 6.697 0.65 -0.79 -1.72 0.106
H 0.918 1.376 4.610 0.25 -0.41 -0.44 0.103
H -1.449 2.640 0.886 0.75 0.40 0.14 0.114
H -2.158 4.335 -0.688 0.15 -0.37 -0.18 0.103
H -2.394 5.037 -3.070 0.52 -0.49 0.25 0.086
H -0.826 4.113 -4.798 0.32 -0.04 1.31 0.104
H 1.139 2.700 -4.110 -1.01 -0.10 0.44 0.122
N -1.569 -2.691 2.062 1.30 1.38 -0.86 0.096
C -0.219 -3.046 2.215 -0.73 -1.05 -0.33 -0.048
C 0.407 -2.503 1.125 0.33 0.21 0.58 -0.121
N -0.409 -1.658 0.412 -2.50 -1.32 1.93 0.086
C -1.618 -1.803 1.020 0.96 0.50 -0.69 -0.238
C -2.807 -0.994 0.739 -1.96 1.32 -0.52 -0.196
N -3.036 -0.211 -0.345 0.13 -2.09 2.14 0.120
C -4.273 0.332 -0.131 -0.21 1.60 -0.90 -0.172
C -4.789 0.030 1.095 -1.24 -0.70 0.53 -0.131
N -3.939 -0.906 1.629 2.66 -0.23 0.04 0.063
H -2.388 -3.042 2.503 -0.14 -0.23 0.54 0.134
H 0.113 -3.726 3.022 -0.26 0.57 -0.88 0.118
H 1.426 -2.608 0.810 0.33 0.04 0.13 0.109
H -4.672 1.013 -0.907 0.15 -0.56 0.81 0.110
H -5.742 0.225 1.656 1.17 0.09 -1.05 0.122
H -3.872 -1.085 2.645 -0.05 0.12 -1.15 0.154
O 2.824 -3.099 -2.806 -0.89 1.32 0.27 -0.005
C 2.089 -2.167 -2.395 2.51 -1.12 2.16 -0.569
O 2.283 -1.478 -1.300 -0.53 -1.27 -2.23 -0.112
C 0.858 -1.929 -3.163 -2.61 0.43 -2.96 -0.151
C 0.652 -2.470 -4.487 0.01 1.46 2.44 0.022
C -0.539 -2.128 -5.136 1.15 -1.30 -0.48 -0.093
C -1.490 -1.294 -4.583 0.82 -0.46 1.19 -0.057
C -1.255 -0.897 -3.246 -0.84 0.57 -1.57 -0.119
N -0.123 -1.166 -2.630 0.94 -0.47 0.82 0.064
H 1.476 -3.038 -4.891 -0.28 -0.28 -0.21 0.105
H -0.686 -2.670 -6.074 -0.24 0.68 -0.10 0.100
H -2.343 -1.029 -5.176 -0.49 0.18 0.21 0.089
H -2.009 -0.293 -2.714 0.59 -0.30 -0.09 0.096

4.
59
Properties=species:S:1:pos:R:3:forces:R:3:lowdin_charge:R:1 method="wB97M-V/def2-TZVPD" e_above_lowest_kcal_mol=1.16 spin_multiplicity=1 total_charge=+1 orbital_gap_ev="6.766 / 6.766"
Os -0.253 -0.429 1.256 -0.28 0.24 0.34 1.316
N -1.940 -0.684 -1.716 0.18 0.03 0.39 0.189
C -0.566 -0.655 -1.747 -0.40 -0.05 0.04 -0.421
N 0.150 -0.728 -2.840 0.17 -0.07 -0.24 0.078
N 1.430 -0.687 -2.422 -0.17 0.04 0.15 -0.013
N 1.498 -0.585 -1.147 -0.12 0.02 -0.22 -0.062
N 0.225 -0.571 -0.664 -0.02 0.24 0.25 -0.140
C -2.672 -0.570 -0.573 -0.16 0.04 -0.40 -0.432
N -3.976 -0.544 -0.499 -0.14 0.00 -0.26 0.081
N -4.256 -0.368 0.814 0.33 0.05 0.22 -0.010
N -3.198 -0.288 1.519 -0.40 -0.11 -0.22 -0.043
N -2.128 -0.433 0.660 1.01 -0.18 0.19 -0.197
H -2.433 -0.792 -2.590 0.00 0.02 -0.04 0.169
N 4.957 -4.859 4.230 0.00 0.02 0.01 0.208
C 4.172 -4.174 3.749 -0.07 0.04 -0.07 -0.144
C 3.187 -3.314 3.145 0.08 -0.04 0.03 -0.181
C 3.448 -2.679 1.939 0.11 -0.07 0.07 0.036
C 2.490 -1.848 1.397 -0.17 0.05 -0.18 -0.086
N 1.307 -1.649 2.000 -0.10 -0.03 -0.03 -0.102
C 1.046 -2.282 3.159 0.04 0.05 -0.04 -0.093
C 1.957 -3.112 3.764 0.00 -0.06 0.10 0.028
H 4.386 -2.827 1.423 -0.01 0.00 -0.01 0.140
H 2.631 -1.351 0.442 0.01 -0.01 0.16 0.087
H 0.075 -2.108 3.607 0.00 0.03 -0.02 0.111
H 1.714 -3.600 4.697 0.00 0.00 0.00 0.137
C 4.091 1.156 1.944 0.02 -0.10 0.28 -0.025
C 3.421 1.452 0.775 -0.28 0.07 -0.09 -0.049
C 2.033 1.553 0.794 0.07 0.08 -0.04 -0.112
C 1.295 1.319 1.970 0.13 -0.23 0.06 -0.356
C 2.026 0.996 3.155 -0.37 0.06 -0.15 -0.086
C 3.394 0.934 3.146 0.18 0.05 -0.17 -0.050
Si -0.554 1.761 2.062 0.50 -0.35 -0.04 0.687
C -1.070 3.184 1.051 0.07 0.14 -0.02 -0.282
C -0.146 4.200 0.772 -0.19 0.02 -0.13 -0.091
C -0.540 5.311 0.040 0.00 -0.04 0.01 -0.060
C -1.846 5.407 -0.421 0.02 -0.05 0.04 -0.051
C -2.768 4.403 -0.148 -0.01 0.00 -0.01 -0.057
C -2.387 3.295 0.591 -0.06 -0.04 0.04 -0.083
C -1.066 1.471 3.810 -0.14 0.12 0.13 -0.296
C -1.576 0.242 4.245 0.14 0.20 -0.03 -0.128
C -1.737 -0.013 5.601 -0.04 -0.07 -0.03 -0.061
C -1.413 0.962 6.532 0.03 0.05 0.00 -0.054
C -0.923 2.195 6.113 -0.01 -0.04 -0.02 -0.055
C -0.743 2.445 4.761 -0.01 -0.02 0.05 -0.087
H 5.172 1.095 1.940 -0.01 -0.01 0.01 0.123
H 3.958 1.602 -0.151 0.02 0.04 0.01 0.124
H 1.515 1.846 -0.110 -0.02 -0.10 -0.04 0.107
H 1.479 0.818 4.074 0.03 -0.02 0.01 0.109
H 3.940 0.717 4.054 0.00 0.00 0.00 0.119
H 0.878 4.125 1.120 0.00 0.02 0.03 0.102
H 0.172 6.098 -0.172 -0.01 0.00 0.00 0.113
H -2.150 6.272 -0.996 0.00 0.00 0.00 0.115
H -3.784 4.484 -0.509 0.01 0.01 0.00 0.116
H -3.120 2.521 0.816 0.10 0.10 -0.04 0.099
H -1.927 -0.486 3.523 -0.06 -0.12 -0.08 0.056
H -2.151 -0.958 5.928 0.01 0.01 0.00 0.114
H -1.557 0.769 7.587 0.00 0.01 0.00 0.115
H -0.688 2.961 6.840 0.00 -0.01 0.00 0.115
H -0.352 3.409 4.449 -0.01 -0.02 0.00 0.115